[1]
A structure of composition C22H30N4O9OsP, computed with ωB97M-V/def2-TZVPD.

Last column: Löwdin charge in e.
CARTESIAN COORDINATES (ANGSTROEM)
Os: -1.18340 -0.41344 -0.13053  1.770
O: -5.93490 -4.17812 -1.10670  0.121
C: -4.92733 -3.31793 -0.93459  -0.259
C: -5.04679 -1.94340 -1.15222  0.108
C: -3.93592 -1.16125 -0.94572  -0.144
N: -2.77276 -1.68279 -0.57519  0.000
C: -2.65937 -2.98940 -0.31368  -0.129
C: -3.71270 -3.84958 -0.48781  0.118
C: -1.30324 -3.32756 0.23429  -0.524
O: -0.91912 -4.43860 0.47031  0.136
O: -0.59139 -2.22786 0.42473  -0.198
C: -3.86629 0.33106 -1.06063  -0.514
O: -4.78580 1.02875 -1.37609  0.153
O: -2.64427 0.75933 -0.77505  -0.145
H: -6.73496 -3.73137 -1.41029  0.133
H: -5.97162 -1.47404 -1.46259  0.146
H: -3.59896 -4.90289 -0.27368  0.151
C: 0.41695 6.15106 0.23586  -0.042
O: -0.14053 5.77123 1.49410  -0.040
C: -0.46459 4.49396 1.68967  -0.254
C: -1.09319 4.21761 2.92141  0.021
C: -1.47136 2.94390 3.20727  0.003
C: -1.25410 1.88123 2.29192  -0.097
C: -1.75822 0.58887 2.58741  -0.309
C: -2.19772 0.19173 3.96236  0.024
O: -1.93269 -0.32286 1.73067  -0.105
C: -0.58721 2.17885 1.06930  -0.269
O: -0.21266 1.25423 0.18257  -0.244
C: -0.20894 3.48341 0.77141  0.076
H: 0.55134 7.22588 0.28828  0.100
H: -0.26572 5.90105 -0.57698  0.103
H: 1.38224 5.66662 0.08182  0.098
H: -1.27344 5.03374 3.60586  0.130
H: -1.99356 2.75270 4.13404  0.120
H: -1.68781 0.75277 4.73902  0.088
H: -2.01485 -0.87275 4.09052  0.101
H: -3.27401 0.35567 4.05550  0.114
H: 0.27683 3.66660 -0.17379  0.118
C: 3.94244 0.41417 0.39347  -0.088
N: 2.63193 -0.21128 0.27937  -0.284
C: 2.11433 -0.67875 1.56001  -0.080
P: 2.02421 -0.78773 -1.13507  0.575
O: 0.51764 -0.64633 -1.17415  -0.403
N: 2.68090 0.13490 -2.31128  -0.304
C: 3.70568 -0.31116 -3.24178  -0.079
C: 2.12801 1.45453 -2.59373  -0.075
N: 2.43759 -2.34949 -1.37259  -0.284
C: 3.68250 -2.88865 -0.84014  -0.085
C: 1.48226 -3.37579 -1.78867  -0.068
H: 3.87276 1.30559 1.02109  0.093
H: 4.31193 0.71391 -0.58377  0.076
H: 4.66530 -0.26504 0.85623  0.085
H: 1.99851 0.17073 2.23805  0.094
H: 2.80039 -1.39411 2.02520  0.096
H: 1.15492 -1.17535 1.44474  0.051
H: 4.10830 -1.27668 -2.94903  0.069
H: 4.52643 0.41023 -3.26702  0.091
H: 3.30064 -0.40271 -4.25289  0.093
H: 1.29413 1.66392 -1.92644  0.063
H: 1.76705 1.49407 -3.62409  0.095
H: 2.88823 2.23007 -2.46340  0.090
H: 4.34864 -2.09369 -0.51056  0.070
H: 4.20162 -3.46266 -1.61088  0.093
H: 3.48880 -3.55257 0.00679  0.097
H: 0.55963 -2.91374 -2.12778  0.078
H: 1.25510 -4.04256 -0.95483  0.084
H: 1.90217 -3.96025 -2.60960  0.094

## Properties
charge: +1
lowest unoccupied orbital energy (spin up / spin down): -4.07 / -4.22 eV
energy above the lowest of the compared OMol25 structures with the same formula, charge and spin: 0.0 kcal/mol
maximum force: 0.80 eV/A
HOMO-LUMO gap (spin up / spin down): 7.08 / 6.84 eV
HOMO (spin up / spin down): -11.1 / -11.1 eV

=====

[2]
A structure of composition C22H30OReS3Sb2Se4 in a non-equilibrium geometry, computed with ωB97M-V/def2-TZVPD.

Last column: Löwdin charge in e.
CARTESIAN COORDINATES (ANGSTROEM)
Re: -0.94410 -0.25075 0.37539  0.499
Se: -3.15634 3.87794 -0.80162  0.299
Sb: -3.26110 1.89283 -1.88967  0.183
Se: -0.38745 0.97885 -1.39800  0.400
Se: -3.13361 -0.01787 0.66220  0.355
Se: -3.97777 0.33437 -3.40109  0.238
C: -3.91400 -3.19183 -0.93307  -0.130
C: -2.65595 -3.45878 -1.73566  -0.508
C: -2.39612 -4.95480 -1.95846  -0.097
Sb: -0.83767 -2.71160 -0.86995  1.595
C: 0.66535 -2.53155 -2.37340  -0.538
C: 1.24220 -3.90840 -2.71786  -0.098
C: 0.07501 -1.82557 -3.58520  -0.138
C: -0.25378 -3.72575 0.94584  -0.525
C: 0.11720 -5.19074 0.70963  -0.092
C: -1.37520 -3.57154 1.96531  -0.158
H: -4.77125 -3.52287 -1.52563  0.111
H: -4.07967 -2.13330 -0.73006  -0.006
H: -3.93535 -3.74576 0.00454  0.085
H: -2.68540 -2.92130 -2.68473  0.075
H: -2.38981 -5.50262 -1.01704  0.080
H: -1.47635 -5.17198 -2.50031  0.070
H: -3.21752 -5.35388 -2.55817  0.111
H: 1.42173 -1.91960 -1.87426  0.079
H: 0.54046 -4.51624 -3.28786  0.083
H: 1.57905 -4.46990 -1.85001  0.064
H: 2.11658 -3.75424 -3.35419  0.106
H: -0.70912 -2.41811 -4.05925  0.088
H: 0.86163 -1.67984 -4.32961  0.110
H: -0.33187 -0.83300 -3.37148  0.001
H: 0.62442 -3.15124 1.25013  0.066
H: -0.75942 -5.80837 0.52116  0.081
H: 0.58595 -5.56634 1.62218  0.107
H: 0.82958 -5.34273 -0.09723  0.064
H: -2.28653 -4.08334 1.65450  0.081
H: -1.62972 -2.53303 2.19785  0.024
H: -1.04888 -4.02042 2.90572  0.093
O: 0.43876 -0.42349 1.47308  -0.472
C: 1.74542 0.10846 2.21055  -0.411
C: 1.38495 1.53219 2.56391  -0.513
C: 2.23665 2.50601 2.95804  -0.096
C: 1.56477 3.72654 3.30621  -0.119
C: 0.22268 3.64307 3.17698  -0.347
S: -0.24569 2.06876 2.66612  1.002
C: 2.79642 -0.00172 1.18261  -0.485
C: 3.49684 -1.13344 0.84710  -0.087
C: 4.32585 -0.94713 -0.28538  -0.134
C: 4.22600 0.32028 -0.79134  -0.354
S: 3.16449 1.29539 0.10849  1.088
C: 1.94341 -0.80793 3.37185  -0.501
C: 3.09613 -0.99619 4.05910  -0.079
C: 2.91699 -1.84909 5.19624  -0.126
C: 1.64166 -2.28310 5.32385  -0.347
S: 0.63702 -1.66262 4.07889  1.075
H: 3.30922 2.37657 3.02156  0.135
H: 2.07396 4.61839 3.64191  0.128
H: -0.52368 4.39219 3.38892  0.088
H: 3.43998 -2.05161 1.41694  0.131
H: 4.99307 -1.69745 -0.68518  0.122
H: 4.77732 0.74544 -1.61722  0.090
H: 4.04033 -0.53999 3.79033  0.137
H: 3.70987 -2.12133 5.87784  0.125
H: 1.22726 -2.93304 6.07886  0.088

## Properties
charge: +3
lowest unoccupied orbital energy: -11.87 eV
energy above the lowest of the compared OMol25 structures with the same formula, charge and spin: 45.0 kcal/mol
maximum force: 1.59 eV/A
HOMO-LUMO gap: 4.10 eV
HOMO: -16.0 eV

=====

[3]
A cluster of 4 separate species, C22H31F9IN2O7S in total in a non-equilibrium geometry, computed with ωB97M-V/def2-TZVPD.

Last column: Löwdin charge in e.
CARTESIAN COORDINATES (ANGSTROEM)
C: 2.67413 -1.74250 1.66760  -0.090
C: 3.01044 -1.57785 0.18118  -0.207
C: 3.71881 -0.25571 -0.13905  -0.138
O: 2.98730 0.56093 -1.09964  -0.010
C: 2.15398 1.42086 -0.50750  -0.315
C: 2.55313 2.74575 -0.30400  0.101
C: 1.64896 3.59039 0.27717  -0.007
C: 0.38960 3.09540 0.63982  -0.510
S: -0.76961 4.17981 1.41234  0.920
N: 0.11468 1.81242 0.38349  -0.106
C: -1.27068 1.27502 0.70848  -0.652
I: -1.24677 -0.88052 0.70758  1.110
C: -2.26882 1.82163 -0.31259  -0.310
C: -3.62681 1.11940 -0.35502  -0.130
N: 0.95784 0.97849 -0.18840  0.185
H: 2.69601 -0.79229 2.19401  0.066
H: 1.69140 -2.17474 1.81160  0.032
H: 3.38228 -2.40586 2.14961  0.078
H: 3.63546 -2.40059 -0.14637  0.096
H: 2.10797 -1.62471 -0.42060  0.098
H: 4.70807 -0.46076 -0.52773  0.122
H: 3.84479 0.30230 0.78591  0.117
H: 3.53525 3.07159 -0.59925  0.148
H: 1.88818 4.62207 0.46311  0.125
H: -0.17929 4.35760 2.60621  -0.068
H: -1.47277 1.56913 1.72670  0.066
H: -1.78315 1.79193 -1.28596  0.120
H: -2.48174 2.86666 -0.10695  0.065
H: -3.62355 0.28118 -1.03694  0.062
H: -4.34718 1.83956 -0.72969  0.081
H: -3.95198 0.82067 0.63248  0.071
C: -4.59900 -6.55394 0.27141  -0.054
C: -4.26930 -5.90829 1.59829  -0.182
O: -2.83826 -5.79712 1.77717  0.049
C: -2.25690 -4.75522 1.22678  -0.415
O: -2.77199 -3.87567 0.59755  0.100
C: -0.75317 -4.76622 1.54469  -0.555
F: -0.21464 -5.97452 1.41016  0.188
F: -0.54782 -4.34520 2.79959  0.166
F: -0.11919 -3.92496 0.72015  0.095
H: -4.10553 -7.52178 0.18469  0.087
H: -5.67438 -6.70020 0.18513  0.087
H: -4.26711 -5.93375 -0.56104  0.080
H: -4.61214 -6.52447 2.42554  0.129
H: -4.72860 -4.92634 1.69636  0.125
C: 4.61054 -2.38445 -3.22828  -0.061
C: 5.49500 -3.13370 -4.19947  -0.189
O: 6.84798 -3.19525 -3.71393  0.035
C: 7.10357 -4.15545 -2.83603  -0.401
O: 6.32832 -4.95315 -2.40382  0.175
C: 8.59255 -4.11893 -2.44743  -0.554
F: 9.00331 -2.86206 -2.24118  0.165
F: 9.32807 -4.64781 -3.42964  0.177
F: 8.79721 -4.81664 -1.33733  0.179
H: 5.01585 -1.39023 -3.03161  0.080
H: 3.60850 -2.27808 -3.64313  0.088
H: 4.53630 -2.90710 -2.27461  0.065
H: 5.55085 -2.61392 -5.15294  0.128
H: 5.11901 -4.13754 -4.38843  0.128
C: -3.06744 7.48189 0.58128  -0.051
C: -3.59668 6.37301 1.46537  -0.235
O: -4.89170 6.69786 1.98708  0.038
C: -5.91536 6.41975 1.18698  -0.394
O: -5.85286 5.92238 0.10406  0.174
C: -7.23686 6.78635 1.88554  -0.556
F: -7.14540 7.97023 2.49393  0.176
F: -7.52185 5.85655 2.80634  0.171
F: -8.22586 6.83051 1.00483  0.185
H: -3.05753 8.42730 1.12286  0.089
H: -2.05276 7.25432 0.25374  0.072
H: -3.69414 7.61000 -0.30036  0.085
H: -2.95735 6.24235 2.33847  0.112
H: -3.63913 5.42221 0.93356  0.100

## Properties
charge: +1
lowest unoccupied orbital energy: -4.78 eV
maximum force: 1.02 eV/A
HOMO-LUMO gap: 7.69 eV
HOMO: -12.5 eV